1.
# C6H11I2N2

The ion C6H11I2N2 with charge +1 (ωB97M-V with the def2-TZVPD basis set, the OMol25 dataset).

The net charge is +1.

Each line ends with the Mulliken charge.
Geometry (Å):
I 2.29506 1.16054 -0.14532  0.28
I -2.79265 0.78322 -0.06306  0.04
N -0.16617 1.17433 -1.87835  -0.32
N -0.14159 1.50444 1.68027  -0.12
C -0.69818 -1.74952 -1.28100  -0.84
C 1.05448 -1.76882 0.23287  -0.34
C 0.23936 0.60417 0.46563  -0.32
C 0.58290 -2.05588 -0.96628  -0.04
C 0.39172 -0.84921 1.17318  -1.06
C -0.60492 0.63311 -0.69612  -0.20
H 0.95164 -0.66603 2.11409  0.57
H 2.08325 -1.95025 0.63540  0.37
H -1.40077 -1.88040 -0.44774  0.28
H 0.30810 2.04123 -2.04244  0.17
H 0.64792 1.34099 2.41031  0.44
H -0.34147 2.43838 1.45050  0.32
H -0.91386 1.21338 2.20807  0.33
H -0.48914 0.67206 -2.71914  0.25
H -0.54591 -1.20252 1.46887  0.39
H -1.25899 -1.79252 -2.19343  0.47
H 1.20665 -2.53700 -1.78050  0.34

***

2.
# C14H23BCrN6

A structure of composition C14H23BCrN6 (ωB97M-V with the def2-TZVPD basis set, the OMol25 dataset).

The net charge is +2. The multiplicity is 5.

Each line ends with the Mulliken charge.
Geometry (Å):
Cr 1.65218 -0.78540 0.94137  0.04
N 0.19329 0.61874 1.60728  0.40
N 1.26107 1.93393 -0.54718  -0.18
N 1.95117 0.74028 -0.23842  0.32
N -1.34160 2.29447 -1.64401  0.43
N -1.63315 1.09163 -2.32813  -0.52
N -0.47343 1.73232 1.09662  -0.03
C 2.19399 2.87795 -0.78404  -0.06
C -2.49140 1.34987 -3.31037  -0.08
C 3.25726 0.94910 -0.56415  -0.06
C -0.16068 -1.63364 0.30793  -0.97
C 2.66876 -2.13243 -0.16792  -0.97
C -0.23844 0.42332 2.86855  -0.33
C -1.01551 1.51412 3.25776  -1.17
C -1.09056 2.34149 2.13790  -0.08
C 3.44000 2.29129 -0.84006  -1.15
C -2.07915 3.27990 -2.25487  -0.03
C -0.50693 -3.03432 0.80980  1.04
C -2.82421 2.72738 -3.32117  -0.57
C -1.65889 -3.04755 1.82303  -1.57
C -0.85041 -4.03967 -0.29562  -1.55
B -0.25204 2.34833 -0.34102  0.12
H 2.00024 -1.57909 -0.85969  0.36
H 2.35428 -3.16481 -0.30637  0.35
H -1.52379 -2.32305 2.63333  0.29
H 4.37818 2.78212 -1.08762  0.42
H -1.46989 1.65722 4.21295  0.46
H 1.87336 3.90282 -0.96223  0.43
H 0.40436 -3.39806 1.33204  0.08
H -3.50230 3.18901 -4.00886  0.44
H -1.70281 -4.04482 2.27686  0.46
H -2.62672 -2.86401 1.33438  0.39
H -0.99442 -0.94821 0.48837  0.47
H -2.84235 0.54928 -3.95643  0.47
H -2.04857 4.30428 -1.94527  0.48
H -0.15882 -4.00196 -1.14409  0.40
H 3.95293 0.12063 -0.62380  0.36
H -0.28619 3.55787 -0.18170  -0.13
H 2.66264 -1.94345 0.99416  0.41
H -1.54691 3.31208 2.01112  0.47
H 0.01412 -0.48390 3.39122  0.54
H 3.68175 -1.94331 -0.51903  0.41
H -0.79581 -5.04501 0.14021  0.39
H 0.05329 -1.57453 -0.77189  0.66
H -1.87791 -3.90219 -0.66094  0.39

***

3.
# C4H15N2O3

A cluster of 3 separate species, C4H15N2O3 in total (ωB97M-V with the def2-TZVPD basis set, the OMol25 dataset).

The net charge is -1.

Each line ends with the Mulliken charge.
Geometry (Å):
O -1.50815 -2.56183 0.88738  -0.75
O -0.46063 -0.17016 0.84671  -0.93
O -1.87420 1.40958 2.40437  -0.71
N -1.10596 -0.22197 -2.13958  -0.60
N 0.79260 1.20459 -1.36110  -0.39
C 0.02290 0.62291 -2.45973  -0.69
C 2.02167 0.21483 0.66222  -1.01
C 0.73164 -0.55375 1.37218  -0.36
C 1.91944 0.39014 -0.84860  -0.42
H 0.20573 1.29987 -0.54388  0.27
H -1.61683 0.09307 -1.33005  0.30
H -1.17616 2.05542 2.22881  0.27
H 0.77367 -0.27804 2.43189  0.25
H -1.62390 -2.31058 1.82587  0.32
H -0.32608 1.48104 -3.02501  0.27
H -1.15518 -1.63931 0.60615  0.30
H -0.83976 -1.18299 -1.99562  0.30
H 2.15951 1.21253 1.10293  0.34
H 0.72900 0.07393 -3.09897  0.44
H 1.97642 -0.57535 -1.36853  0.33
H -1.61583 0.59984 1.85706  0.47
H 2.83262 0.96315 -1.08838  0.27
H 2.88030 -0.38815 0.95944  0.42
H 1.08380 -1.53018 0.98982  0.30

***

4.
# C25H23Br2IrN3O6S2

A structure of composition C25H23Br2IrN3O6S2 (ωB97M-V with the def2-TZVPD basis set, the OMol25 dataset).

The net charge is +1.

Each line ends with the Mulliken charge.
Geometry (Å):
Ir -0.17511 -0.33709 0.01019  1.28
Br 5.10475 -0.45587 -4.03972  -0.11
Br 2.42280 5.73983 0.13976  -0.08
S -1.60919 -2.39406 -1.47560  1.67
S -2.38521 -1.20161 1.62469  1.95
O -0.42021 -2.69621 -0.66140  -0.68
O -2.10908 0.07301 0.84844  -0.81
O -1.65302 -3.11471 -2.71126  -0.67
O -1.65111 -0.90304 -1.59007  -0.74
O -3.08284 -0.99399 2.86259  -0.77
O -1.05802 -1.80782 1.75042  -0.65
N 0.27812 1.69754 -0.44037  -0.08
N -0.65133 2.09036 4.07294  0.13
N 1.32646 -0.46039 -1.35233  0.42
C 2.28467 1.40277 3.20199  -0.80
C -0.04427 2.09208 2.66250  -1.73
C 1.10947 1.15038 2.47737  1.27
C 1.55254 4.10887 -0.17282  -0.13
C -3.40435 -2.30571 0.68020  -0.38
C -4.59297 -2.68588 1.28597  -0.52
C 2.18982 0.58606 -1.33251  0.63
C -3.86381 -3.81773 -1.13190  -0.47
C -1.30046 0.78405 4.38711  -0.87
C 1.54717 -1.45861 -2.21349  0.03
C -0.43222 2.80191 -0.20126  -0.49
C 2.16619 -0.80623 1.60896  -0.28
C 1.60786 1.80409 -0.69604  0.97
C 3.31007 0.62477 -2.13647  -0.93
C 3.27759 -0.60897 2.40918  -0.78
C 2.65837 -1.48816 -3.03884  -0.77
C 2.29825 2.97605 -0.48088  -0.76
C 0.16539 4.04312 -0.10881  -0.80
C 0.21670 2.52382 5.20122  -0.99
C -3.04127 -2.87158 -0.54413  -0.54
C 3.36336 0.54100 3.18090  -1.10
C 3.56935 -0.45295 -2.97069  -0.16
C -5.41642 -3.62864 0.68534  -0.64
C 1.07855 0.08385 1.56255  0.84
C -5.04727 -4.20236 -0.51560  -0.66
H 4.24965 0.75995 3.76093  0.45
H 3.94794 1.49717 -2.14680  0.44
H -5.67714 -4.94539 -0.98546  0.40
H -0.41247 2.61808 6.08338  0.38
H -0.43065 4.92629 0.06582  0.52
H -4.85971 -2.25188 2.23725  0.54
H 3.37218 3.01910 -0.58654  0.56
H -3.56946 -4.23759 -2.08264  0.58
H 4.08919 -1.32505 2.39540  0.45
H -1.39307 2.78752 4.02023  0.34
H -1.49873 2.67358 -0.06913  0.57
H 2.14318 -1.67638 0.96138  0.52
H -6.34052 -3.91337 1.16948  0.41
H -0.87700 1.83069 2.01438  0.30
H 2.79213 -2.31623 -3.71871  0.50
H 2.36957 2.30878 3.78437  0.63
H 0.83084 -2.26388 -2.23420  0.33
H -1.81849 0.86812 5.33915  0.46
H -0.52948 0.01609 4.43764  0.34
H 0.67338 3.48248 4.96690  0.35
H 0.24083 3.13115 2.49383  0.32
H -2.00374 0.53919 3.60047  0.35
H 0.97507 1.77079 5.37539  0.48

***

5.
# C5H6O2S

An isolated molecule of C5H6O2S (ωB97M-V with the def2-TZVPD basis set, the OMol25 dataset).

The net charge is 0.

Each line ends with the Mulliken charge.
Geometry (Å):
S -0.79515 -1.28976 -0.11890  -0.07
O -0.42926 1.42630 0.04739  -0.33
O -2.51245 0.56370 -0.14326  -0.48
C 1.88862 0.71624 -0.46276  -0.16
C -1.32760 0.41371 -0.07954  0.59
C 2.00309 -0.60206 -0.28166  -0.12
C 0.92980 -1.29179 0.53225  -0.72
C 0.96660 1.47599 0.40861  -0.62
H 2.69893 -1.12292 -0.99825  0.31
H 1.13285 2.52882 0.39444  0.31
H 1.10187 -2.38117 0.57659  0.34
H 2.63336 1.28786 -1.12046  0.30
H 1.03134 1.18472 1.47762  0.30
H 0.89465 -1.05371 1.63805  0.34

***

6.
# H3OS

A cluster of 2 separate species, H3OS in total (ωB97M-V with the def2-TZVPD basis set, the OMol25 dataset).

The net charge is -1.

Each line ends with the Mulliken charge.
Geometry (Å):
S -0.86391 0.40523 0.69092  -0.92
O 1.48504 -0.89061 -1.29517  -0.67
H 1.36140 -0.64849 -0.34767  0.30
H -0.23602 1.47863 1.26755  -0.03
H 0.81678 -0.18898 -1.61334  0.32

***

7.
# C19H62N10O19

A cluster of 12 separate species, C19H62N10O19 in total (ωB97M-V with the def2-TZVPD basis set, the OMol25 dataset).

The net charge is 0.

Each line ends with the Mulliken charge.
Geometry (Å):
O 8.74840 14.75658 7.39174  -0.17
O 14.54365 15.58432 14.07642  -0.74
O 13.65095 10.87910 7.53001  -0.58
O 14.35368 8.82988 10.63708  -0.43
O 10.85437 18.10882 11.10276  -0.57
O 14.31669 11.78872 10.68811  0.23
O 8.45726 18.14996 9.75530  -0.54
O 13.97522 10.33289 13.76569  -0.37
O 10.10819 14.06104 10.99199  -0.16
O 16.02057 10.45717 8.70566  -0.65
O 12.32870 7.75747 9.31110  -0.57
O 9.49662 13.57257 13.82233  -0.51
O 6.63282 16.14248 8.29533  -0.51
O 11.19702 14.58909 5.63080  -0.48
O 8.29152 18.70685 12.25027  -0.81
O 6.89166 14.36762 14.17163  -0.43
O 10.77038 11.78536 6.40890  -0.70
O 13.68559 12.94660 13.83485  -0.41
O 6.89108 13.70313 9.65953  -0.49
N 10.64508 10.33392 8.20609  -0.15
N 13.09212 10.77822 5.34043  -0.32
N 8.88705 16.84379 13.43370  -0.18
N 13.20600 15.30630 12.31687  -0.32
N 11.34705 13.90656 9.09067  0.00
N 11.43399 12.24818 10.72782  0.26
N 15.07130 10.00981 6.03707  -0.41
N 8.93169 11.77520 7.79878  -0.25
N 14.06074 17.42735 12.71511  -0.31
N 6.68886 17.43601 13.38176  -0.38
C 10.95622 13.47531 10.27665  -0.13
C 10.12043 11.28607 7.38910  0.42
C 10.80640 17.96902 9.66399  0.39
C 5.59342 15.67199 9.18374  -0.72
C 16.46215 11.49143 9.58933  -0.46
C 13.61514 12.25263 15.13230  -0.36
C 15.27726 12.42004 9.90391  -0.60
C 7.10867 13.07726 13.45476  0.06
C 8.00023 17.69218 12.89273  0.67
C 13.88410 10.50238 6.37390  0.54
C 12.31746 7.79797 10.73359  -0.25
C 6.20214 14.73074 10.24708  0.02
C 9.93882 15.14418 5.24553  -0.63
C 13.99076 16.15650 13.12529  0.52
C 9.22120 15.71421 6.46349  -0.13
C 14.30684 10.90250 14.99632  -0.51
C 13.69606 7.67977 11.20044  -0.35
C 8.49078 12.58115 13.93772  -0.40
C 9.60975 18.73725 9.21047  -0.93
H 10.70162 16.85366 9.42752  -0.30
H 11.96501 13.25993 8.57804  0.08
H 11.78375 18.33198 9.25811  0.36
H 5.93284 17.91408 12.96459  0.22
H 15.30017 9.75247 5.02779  0.18
H 11.68918 6.98088 11.14610  0.39
H 14.17944 6.77489 10.80514  0.30
H 9.97250 18.32517 11.40207  0.25
H 16.92805 11.03207 10.51505  0.22
H 6.49153 16.56874 13.89105  0.18
H 9.60505 19.76738 9.48672  0.39
H 14.73655 17.95290 13.23508  0.25
H 8.39963 12.43267 15.01676  0.33
H 5.23295 16.66058 9.64918  0.33
H 7.94973 15.15070 7.84509  0.31
H 8.78128 11.72781 13.35247  0.31
H 10.16443 10.38837 9.08517  0.20
H 9.30706 14.44542 4.66071  0.31
H 10.18468 15.99088 4.56375  0.36
H 17.19018 12.07435 9.06276  0.43
H 12.61405 12.16010 15.54167  0.27
H 8.42005 16.31534 6.05516  0.52
H 11.60240 10.04641 8.10062  -0.01
H 15.09290 10.68945 8.45737  0.52
H 4.79891 15.29453 8.53776  0.33
H 8.40592 18.48162 10.69763  0.35
H 6.89560 15.27091 10.96708  -0.08
H 8.67146 15.92082 13.86313  0.19
H 9.97167 16.35204 6.88425  0.00
H 11.85731 8.76290 10.99544  0.07
H 5.40910 14.28350 10.82618  0.47
H 13.35787 17.86436 12.12229  0.20
H 12.35095 15.68128 11.95436  0.16
H 6.41132 14.10680 14.96141  0.25
H 15.64410 13.23578 10.55558  0.38
H 15.13808 8.69132 10.13516  0.18
H 14.21361 12.89793 15.81102  0.38
H 12.34174 11.45440 5.41199  0.23
H 8.47855 11.58394 8.63975  0.19
H 14.87116 12.86971 8.95303  0.13
H 14.04828 10.22577 15.86209  0.28
H 9.60499 18.86615 8.17389  0.56
H 11.01758 13.69026 5.83626  0.19
H 7.11129 13.34403 12.37776  -0.26
H 7.81814 13.95966 9.70803  0.14
H 10.67363 14.47373 8.62533  -0.07
H 15.72037 9.81010 6.78475  0.21
H 14.39114 10.81713 10.54145  0.12
H 14.14241 13.79363 14.01177  0.21
H 9.61073 13.76187 12.88907  0.26
H 13.76915 7.67165 12.32043  0.24
H 7.02234 16.85531 8.83751  0.27
H 11.35991 12.23160 11.77060  0.18
H 12.88587 14.56403 12.82231  0.28
H 6.33493 12.28805 13.66162  0.43
H 8.56036 12.52780 7.24228  0.13
H 12.84298 8.45276 8.92120  0.27
H 13.35290 10.35462 4.49076  0.12
H 14.28764 10.82155 13.02939  0.15
H 15.44162 11.07540 15.05346  0.25
H 12.35661 11.90460 10.44544  -0.15
H 9.87924 16.89250 13.11664  0.12

***

Table of relative energy (zero: lowest compared OMol25 entry of this formula, charge and spin) (kcal per mole), in record order: 50.0 24.6 15.6 35.2 25.8 3.7 27.6